18
Properties=species:S:1:pos:R:3:nbo_charge:R:1 method="wB97M-V/def2-TZVPD" lumo_ev=1.2 homo_energy_ha=-0.349 smiles="C=CC.C=CC" de_lowest_ev=2.479 orbital_gap_ev=10.66 total_energy_ev=-6414.46198
C 0.33 -0.98 2.71 -0.41
C -0.49 -1.58 1.89 -0.16
C -0.38 -1.60 0.39 -0.64
H 0.10 -1.00 3.78 0.20
H 1.16 -0.34 2.38 0.19
H -1.31 -2.13 2.36 0.19
H 0.03 -2.53 -0.05 0.22
H 0.30 -0.77 0.16 0.20
H -1.36 -1.40 -0.07 0.22
C -1.07 1.85 -1.93 -0.41
C 0.10 1.92 -1.21 -0.17
C 1.17 0.79 -1.36 -0.63
H -1.91 2.55 -1.86 0.20
H -1.16 1.01 -2.64 0.19
H 0.18 2.68 -0.42 0.20
H 2.19 1.21 -1.42 0.22
H 0.99 0.18 -2.25 0.21
H 1.11 0.14 -0.47 0.20